No. 1
Molecular formula: C32H48O24
Method: DFT, ωB97M-V/def2-TZVPD

XYZ file:
```
104
Properties=species:S:1:pos:R:3:forces:R:3
O -4.02718 0.42391 1.07742 1.8 -1.9 -2.5
O -3.22635 0.14803 -1.03474 0.4 0.0 -0.6
O 5.97485 -3.43862 4.70361 2.9 3.2 4.8
O 3.97954 3.14608 1.02621 0.7 2.8 2.3
O -1.86765 -6.06321 -1.28110 2.5 4.0 -1.5
O -1.51681 4.00679 -3.69772 2.0 0.4 1.0
O 0.24375 -5.46304 -1.32816 1.0 1.2 -0.5
O -3.75667 -1.60642 0.20792 -1.8 0.2 2.2
O 5.75762 -4.99974 3.28874 1.3 -5.3 -3.3
O 0.42446 -0.10942 -1.78661 -1.4 -2.2 -6.9
O -1.70466 1.97339 3.57529 2.8 2.0 -1.4
O -1.09632 -1.87815 4.07779 -0.1 4.3 -0.1
O 4.41709 -3.39307 3.15167 -1.0 3.9 1.8
O -0.75268 2.36866 5.57104 1.0 0.2 -3.2
O 4.33430 4.19186 3.00533 -0.7 1.8 1.5
O -1.27378 -3.40434 5.69955 1.7 0.8 -4.3
O 3.13176 5.17334 1.40516 0.6 1.2 0.0
O 0.30749 3.14221 3.69345 -1.3 -0.2 0.6
O -3.21590 4.62565 -5.00347 -0.7 -1.1 0.1
O -0.53024 -3.83867 3.60489 1.4 -4.3 -0.6
O 1.12773 -0.77880 0.21878 -1.0 2.2 -2.7
O -3.33456 2.78329 -3.78850 -0.5 -0.6 2.0
O -1.14220 -4.48825 -2.76042 -1.0 1.6 -0.7
O 0.67706 1.46110 -0.33380 0.2 -0.8 1.3
C -0.24921 -3.13034 2.49711 3.4 0.8 -5.2
C 3.87143 -4.18559 2.22312 -2.7 -1.6 -1.6
C 1.70717 2.92865 -1.96759 -1.0 0.3 -1.3
C -3.13241 -0.93060 -1.96669 0.1 -2.1 1.6
C 4.79841 -5.35993 2.23901 0.0 -1.8 2.6
C -2.60720 3.83400 -4.09213 -0.3 0.8 -1.4
C 0.98610 -4.47802 -1.98926 3.8 0.6 -2.4
C -1.34935 2.43932 2.20130 -3.4 -0.6 -0.8
C 5.48734 -3.88481 3.78118 -3.3 0.3 -1.6
C 2.37730 -5.05633 -2.48736 -1.8 2.6 0.9
C -4.53905 4.03349 -5.22039 0.3 2.1 -2.7
C -0.67685 2.46500 4.34185 -1.7 -0.2 4.5
C -4.50119 2.73620 -4.56585 -1.9 -3.2 1.0
C -0.12708 1.06060 -2.39679 1.8 2.1 -1.0
C 3.62569 5.35930 3.54822 -1.8 -0.6 5.1
C -4.93458 4.12675 -6.71664 2.5 1.0 -0.9
C 3.79441 -3.46196 0.90631 7.6 -5.6 -0.3
C -0.05211 3.23415 2.31458 -4.1 -3.1 4.7
C -3.35003 -2.17588 -0.94450 -1.4 2.3 -3.7
C -2.63167 3.27960 1.63843 -0.4 -1.4 4.3
C 3.00825 6.19121 2.49152 1.0 -1.2 -2.6
C -0.93228 -3.07874 4.52269 -3.2 -0.1 7.8
C -3.63276 -0.31970 0.16608 -2.7 4.2 2.9
C 0.78006 0.05198 -0.64236 2.1 2.0 8.6
C 4.58738 6.08203 4.38743 0.6 1.5 1.9
C -0.87209 -1.77635 2.67671 -1.7 1.6 -2.1
C 0.48776 2.26840 -1.50204 -4.6 -2.4 -1.1
C -0.62428 -3.91891 1.24948 10.3 2.6 1.0
C 0.07051 -3.84414 -3.16359 0.2 0.9 2.0
C -4.07038 -3.31736 -1.44485 4.2 -3.8 -1.6
C 3.92020 4.13030 1.79522 -2.3 -3.9 -5.3
C -0.97535 -5.25840 -1.72109 -5.5 -6.9 1.9
H -0.02576 -4.86377 1.12869 0.5 1.3 0.0
H -3.76892 -4.28435 -0.95494 -0.4 1.0 0.3
H 0.13084 1.28761 -3.43576 1.0 -0.9 0.0
H 0.90622 -2.91861 2.31366 -1.9 -0.5 1.2
H -5.18279 4.60347 -4.63834 -1.3 1.5 0.8
H -4.35092 3.38785 -7.26021 0.1 -0.5 0.1
H -1.39817 -4.34678 1.33861 -11.6 -5.0 1.3
H 2.96305 -5.47699 -1.69364 0.5 0.5 0.5
H -1.15924 0.85703 -2.53204 -1.3 0.6 1.1
H -2.62306 3.43630 0.62708 0.9 1.2 -2.6
H -2.46205 -2.45114 -0.70151 6.1 -2.4 0.9
H 1.91574 6.33970 2.47244 0.7 0.5 0.8
H 4.97774 -2.93661 0.72446 -3.2 -2.3 -0.3
H 3.31940 -2.68245 0.82962 -5.3 8.7 0.9
H -0.45216 2.99516 -1.69171 1.9 -1.1 2.1
H 3.21669 -3.97500 0.13611 1.2 -1.1 -0.5
H 3.67730 7.11071 2.35221 -1.3 -1.1 -0.5
H 4.12692 6.92141 4.95638 0.0 0.4 -1.5
H 2.46772 2.21080 -2.19643 0.6 -0.3 -0.3
H 5.28737 -5.45364 1.32559 1.1 -0.6 -1.5
H 5.51471 6.35927 3.84618 -0.5 -0.1 0.6
H -0.26674 -0.94517 2.14935 0.0 -1.1 2.2
H 2.83560 -4.59712 2.48365 1.0 1.0 0.1
H 4.34597 -6.31975 2.63549 0.4 1.1 -1.0
H 2.06698 3.63135 -1.21956 0.0 0.3 -0.3
H 2.81855 -4.27276 -3.11611 0.5 -0.1 0.6
H 0.24254 -4.11148 -4.18306 0.6 -0.8 -0.5
H -2.80934 4.19026 2.32835 0.6 -1.2 -1.5
H -2.12610 -0.97019 -2.47676 -1.3 0.1 0.5
H -3.60537 2.70647 1.67826 1.3 0.1 0.6
H -1.87512 -1.46687 2.15314 1.1 -1.6 1.1
H -3.54314 -3.59278 -2.42897 -1.1 0.7 0.8
H 0.00339 4.12828 1.95198 -0.3 5.7 -1.7
H -5.52744 2.47442 -4.01412 2.5 0.8 -0.5
H 1.23151 3.36118 -2.89170 1.5 0.4 0.5
H -5.06563 -3.34140 -1.53666 -3.8 0.5 -0.5
H 0.57616 2.67339 1.88179 5.2 -3.8 -3.7
H -4.28210 1.83887 -5.11525 -0.5 -0.2 -1.3
H -1.16089 1.45190 1.67781 -0.4 1.5 0.0
H -4.52251 5.09977 -7.28424 -1.5 -1.7 1.8
H 4.72464 5.58481 5.34088 1.1 -1.2 -0.3
H 1.27770 -3.75043 -1.28377 -0.2 1.3 0.9
H -0.04010 -2.67320 -3.23976 0.2 -2.2 1.0
H 2.78464 5.06112 4.34933 1.6 -0.3 -2.1
H -0.59865 -3.31272 0.41859 0.3 1.3 -2.0
H -5.95776 3.86205 -6.91737 -0.5 0.5 0.1
H 2.19775 -5.83139 -3.10907 -0.8 -2.7 -2.2
H -3.97997 -1.02508 -2.63011 -0.1 0.9 -0.6
```
Positions in Å, forces in eV/Å.

multiplicity: 1
SMILES string: C[C@H]1COC(=O)O1.C[C@H]1COC(=O)O1.C[C@H]1COC(=O)O1.C[C@H]1COC(=O)O1.C[C@H]1COC(=O)O1.C[C@H]1COC(=O)O1.C[C@H]1COC(=O)O1.C[C@H]1COC(=O)O1
total energy: -3053.52582 Ha
E_LUMO: -0.301 eV
HOMO-LUMO gap: 9.5 eV
highest occupied orbital energy: -9.82 eV
ΔE to the lowest compared entry with this formula, charge and spin: 1414.09 kJ/mol
F_max: 12.67 eV/A

No. 2
Molecular formula: C32H49GeN3O4S2Si3W
Method: DFT, ωB97M-V/def2-TZVPD

XYZ file:
```
95
Properties=species:S:1:pos:R:3:forces:R:3
W 0.23947 1.22772 -0.81543 0.3 0.7 -0.8
Ge 0.53460 -1.86175 0.15932 0.2 -1.2 0.7
S 1.82490 2.62003 -1.99338 0.0 -0.1 0.1
S 1.83015 0.01548 0.60723 0.2 0.3 0.1
Si 1.97239 -3.06176 -1.40629 -0.1 0.0 0.0
Si 0.90643 -3.03092 2.28088 -0.1 -0.2 0.0
Si -1.75565 -2.22841 -0.53627 0.1 0.1 -0.1
O 1.35280 -0.27098 -4.46562 0.0 0.1 0.1
O 0.96429 -0.15727 -2.24937 -0.4 0.3 0.2
O -4.04642 2.10085 -0.94014 0.1 0.1 0.0
O -2.05709 1.32411 -0.25106 -0.3 0.0 0.1
N -0.35095 1.40045 2.37885 0.0 0.0 0.0
N 0.05137 3.35072 0.28534 0.0 0.0 0.0
N -1.02348 1.40888 -2.54345 0.1 0.1 0.0
C 1.15014 -3.32460 -3.06438 0.0 0.0 0.0
C 0.38986 4.62708 -3.19943 0.0 0.0 0.0
C -0.98452 3.55289 1.32570 0.0 0.0 0.0
C -2.13374 -1.69886 -2.29366 0.0 0.1 0.0
C 0.60612 3.90381 -2.03305 0.0 0.0 0.0
C -0.22028 4.13964 -0.92269 0.0 0.0 0.0
C -2.78356 1.78241 -1.13241 0.0 -0.1 -0.2
C 0.76241 0.16259 -3.50610 -0.1 -0.1 -0.1
C -2.27719 1.87118 -2.51731 -0.1 0.0 0.2
C 1.01216 1.23799 4.41351 0.0 0.0 0.0
C 3.03618 -0.01596 3.01590 0.0 0.0 0.0
C -0.64137 5.55237 -3.28522 0.0 0.0 0.0
C 2.76786 -3.22069 2.52699 0.0 0.0 -0.1
C -1.65908 -4.09999 -0.54427 -0.1 0.0 0.0
C 2.17625 0.87112 5.06967 0.0 0.0 0.0
C -0.46875 1.03422 -3.68872 0.1 -0.1 0.0
C 2.32187 -4.77544 -0.72003 0.0 0.0 0.0
C -3.12285 -1.72926 0.63580 0.0 0.0 0.1
C 3.19608 0.24711 4.36534 0.0 0.0 0.0
C -2.98643 2.13876 -3.66796 0.0 0.0 -0.1
C -2.35602 1.87352 -4.88522 0.0 0.0 0.0
C 0.14881 -2.36109 3.86253 0.0 0.1 0.0
C -0.68513 2.80475 2.61434 0.1 0.0 0.0
C 1.35230 3.79931 0.87707 0.0 0.0 0.0
C -1.47281 5.75789 -2.19887 0.0 0.0 0.0
C 0.84167 0.98410 3.05564 0.0 0.0 -0.1
C 3.58612 -2.14354 -1.57832 0.0 0.0 0.0
C -1.25776 5.05840 -1.01559 0.0 0.0 0.0
C 1.85737 0.33108 2.35920 0.0 0.1 0.0
C -1.46707 0.50472 2.67414 0.0 0.0 0.0
C -1.10634 1.27116 -4.89715 0.0 0.0 0.0
C 0.18866 -4.76966 2.18314 0.0 0.0 0.0
H 3.34711 -2.96558 1.63742 0.0 0.0 0.0
H 1.20324 4.75408 1.38788 0.0 0.0 0.0
H 1.03083 4.43775 -4.05120 0.0 0.0 0.0
H 0.53769 -1.40039 4.19797 0.0 0.0 0.0
H 0.39248 -5.29492 1.25173 0.0 0.0 0.0
H 2.29053 1.07901 6.12505 0.0 0.0 0.0
H 1.76950 -4.02192 -3.63644 0.0 0.0 0.0
H -0.76752 -4.48614 -1.03846 0.0 0.0 0.0
H -1.03783 4.61669 1.57951 0.0 0.0 0.0
H 3.83200 -0.48509 2.45207 0.0 0.0 0.0
H -2.28451 6.47044 -2.25552 0.0 0.0 0.0
H -1.90881 5.25651 -0.17740 0.0 0.0 0.0
H 3.13128 -2.60583 3.34937 0.0 0.0 0.0
H 0.64427 -5.34742 2.99263 0.0 0.0 0.0
H -2.35787 0.86207 2.16310 0.0 0.0 0.0
H -2.52894 -4.47915 -1.08811 0.0 0.0 0.0
H 1.08445 -2.40598 -3.64334 0.0 0.0 0.0
H 0.21908 1.73252 4.96250 0.0 0.0 0.0
H -0.61877 0.95396 -5.80870 0.0 0.0 0.0
H -1.67128 0.44393 3.75167 0.0 0.0 0.0
H -1.69155 -4.50973 0.46290 0.0 0.0 -0.1
H 4.23270 -2.72714 -2.23964 0.0 0.0 0.0
H -2.90468 -2.08201 1.64641 0.0 0.0 0.0
H -4.30182 1.92241 -0.02066 0.0 0.0 0.0
H -1.23889 -0.49530 2.30831 0.0 0.0 0.0
H -1.22942 -1.68891 -2.90324 0.0 0.0 0.0
H -3.27203 -0.65240 0.67891 0.0 0.0 0.0
H -4.05485 -2.20462 0.31816 0.0 0.0 0.0
H -2.61129 -0.72100 -2.35588 0.0 0.0 0.0
H 4.11678 -0.02673 4.86260 0.0 0.0 0.0
H 3.07953 -5.22974 -1.36565 0.0 0.0 0.0
H -0.93981 -2.30040 3.80412 0.0 0.0 0.0
H -0.79514 6.10317 -4.20363 0.0 0.0 0.0
H 0.14216 3.29397 3.12553 0.0 0.0 0.0
H 2.71477 -4.77811 0.29608 0.0 0.0 0.0
H -1.95170 3.26395 0.92711 0.0 0.0 0.0
H 0.15852 -3.77173 -2.97824 0.0 0.0 0.0
H 1.71490 3.05524 1.58212 0.0 0.0 0.0
H 3.43926 -1.16069 -2.02560 0.0 0.0 0.0
H -4.00085 2.50701 -3.61784 0.0 0.0 0.0
H -2.87170 2.07635 -5.81373 0.0 0.0 0.0
H 2.97829 -4.26413 2.77180 0.0 0.0 0.0
H -0.88872 -4.77446 2.35862 0.0 0.0 0.0
H -2.82334 -2.42363 -2.73390 0.0 0.0 0.0
H 0.38861 -3.10357 4.63043 0.0 0.0 0.0
H 2.09547 3.91526 0.09830 0.0 0.0 0.0
H 4.10404 -2.02380 -0.62490 0.0 0.0 0.0
H -1.55484 2.90636 3.27377 0.0 0.0 0.0
H 1.44493 -5.42432 -0.75316 0.0 0.0 0.0
```
Positions in Å, forces in eV/Å.

multiplicity: 4
total energy: -5522.82887 Ha
E_LUMO (alpha / beta): -3.669 / -3.961 eV
HOMO-LUMO gap (alpha / beta): 6.0 / 6.6 eV
highest occupied orbital energy (alpha / beta): -9.68 / -10.59 eV
ΔE to the lowest compared entry with this formula, charge and spin: 0.00 kJ/mol
F_max: 1.39 eV/A
⟨S²⟩: 3.77
net charge: +1